2 unconnected molecules or ions with the total composition C2HClN2O2 at a distorted geometry, computed with ωB97M-V/def2-TZVPD.

Calculated values
Frontier orbital gap (spin up / spin down)   9.40 / 9.40 eV
Net charge   0

Element x y z (Å)
C1 -1.06 0.36 0.94
C2 -0.58 0.27 -0.43
N1 -1.44 0.59 2.00
N2 1.19 -0.61 -0.06
O1 1.00 -1.71 0.33
O2 2.07 0.02 -0.45
Cl1 -0.08 1.68 -1.26
H1 -1.10 -0.60 -1.07

Atomic partial charges in e from the natural (NBO) method, atoms 1 to 5: C 0.20; C -0.35; N -0.24; N 0.59; O -0.32



C4H8O in the gas phase, computed with ωB97M-V/def2-TZVPD.

Calculated values
Frontier orbital gap (spin up / spin down)   7.68 / 8.14 eV
Net charge   0

Element x y z (Å)
C1 1.61 0.14 -0.81
C2 0.26 0.03 -0.18
C3 -0.52 1.14 0.38
C4 -1.42 -1.48 0.43
O1 -0.26 -1.15 -0.14
H1 2.41 0.15 -0.06
H2 1.79 -0.71 -1.48
H3 1.70 1.06 -1.39
H4 -0.56 1.15 1.48
H5 -1.57 1.01 0.06
H6 -0.14 2.11 0.04
H7 -1.74 -0.89 1.28
H8 -1.61 -2.54 0.38

Atomic partial charges in e from the natural (NBO) method, atoms 1 to 5: C -0.66; C 0.33; C -0.70; C -0.29; O -0.35



C3H6Si in the gas phase at a distorted geometry, computed with ωB97M-V/def2-TZVPD.

Calculated values
Frontier orbital gap (spin up / spin down)   7.06 / 7.07 eV
Net charge   0

Element x y z (Å)
C1 0.84 -0.21 1.16
C2 -0.48 -1.31 0.60
C3 0.87 1.19 0.50
Si1 -1.05 -0.98 -1.01
H1 -0.06 1.75 0.72
H2 1.65 1.81 0.89
H3 1.20 1.05 -0.52
H4 -0.54 -2.24 1.09
H5 -0.20 0.17 -1.63
H6 -2.24 -1.23 -1.81

Atomic partial charges in e from the natural (NBO) method, atoms 1 to 5: C 0.19; C -0.99; C -0.82; Si 1.05; H 0.24



A molecular structure, C38H34BrIN5O4RuS3 at a distorted geometry, computed with ωB97M-V/def2-TZVPD.

Calculated values
Frontier orbital gap   5.59 eV
Net charge   +1

Element x y z (Å)
Ru1 -0.29 0.14 0.30
C1 -2.27 0.46 2.76
N1 -2.04 -0.34 1.54
C2 -2.00 -1.77 1.94
C3 -3.16 -0.13 0.59
C4 -2.73 -0.27 -0.86
C5 -2.78 -1.56 -1.41
C6 -2.47 -1.83 -2.73
C7 -2.12 -0.79 -3.58
C8 -2.07 0.50 -3.09
C9 -2.35 0.75 -1.75
H1 -3.21 0.15 3.24
H2 -2.32 1.51 2.52
H3 -1.45 0.28 3.46
H4 -2.93 -2.05 2.45
H5 -1.15 -1.93 2.60
H6 -1.86 -2.39 1.05
H7 -3.61 0.84 0.80
H8 -3.93 -0.88 0.77
H9 -3.07 -2.37 -0.76
H10 -2.52 -2.84 -3.10
H11 -1.90 -0.98 -4.62
H12 -1.83 1.33 -3.74
Br1 1.08 0.91 4.93
C10 0.85 2.69 4.31
C11 1.05 3.70 5.24
C12 0.88 5.03 4.87
C13 0.51 5.34 3.57
C14 0.30 4.33 2.66
C15 0.47 2.99 3.01
C16 0.24 1.98 1.94
O1 -0.64 2.18 1.05
O2 0.92 0.92 1.87
H13 1.33 3.44 6.25
H14 1.05 5.81 5.60
H15 0.38 6.38 3.28
H16 -0.01 4.56 1.65
I1 3.56 0.22 -4.54
C17 2.77 0.50 -2.67
C18 3.44 0.78 -1.50
N2 2.51 0.87 -0.53
N3 1.27 0.68 -1.01
C19 1.42 0.42 -2.31
H17 4.48 0.91 -1.29
H18 2.62 0.99 0.46
H19 0.56 0.19 -2.92
O3 0.38 -1.73 -0.22
C20 0.71 -3.03 0.11
C21 1.33 -3.18 1.50
C22 1.95 -4.28 2.01
C23 2.40 -4.10 3.34
C24 2.12 -2.85 3.81
S1 1.31 -1.90 2.64
C25 -0.54 -3.92 0.03
C26 -1.40 -3.99 -1.03
C27 -2.51 -4.84 -0.80
C28 -2.47 -5.41 0.44
S2 -1.09 -4.91 1.32
C29 1.74 -3.54 -0.90
C30 1.60 -4.39 -1.97
C31 2.81 -4.58 -2.70
C32 3.85 -3.89 -2.16
S3 3.38 -3.02 -0.77
H20 2.10 -5.19 1.44
H21 2.92 -4.85 3.92
H22 2.35 -2.43 4.78
H23 -1.21 -3.44 -1.94
H24 -3.29 -5.04 -1.52
H25 -3.17 -6.10 0.88
H26 0.68 -4.88 -2.22
H27 2.90 -5.21 -3.57
H28 4.88 -3.86 -2.50
N4 -1.33 7.10 -1.01
C33 -2.28 6.31 -0.47
O4 -3.12 6.69 0.31
C34 -2.25 4.84 -0.84
C35 -3.40 4.10 -0.62
C36 -3.42 2.77 -0.92
N5 -2.31 2.15 -1.38
C37 -1.18 2.84 -1.57
C38 -1.13 4.20 -1.34
H29 -1.40 8.09 -0.82
H30 -0.82 6.83 -1.83
H31 -4.28 4.60 -0.22
H32 -4.31 2.16 -0.84
H33 -0.32 2.26 -1.89
H34 -0.19 4.71 -1.51

Atomic partial charges in e from the Löwdin method, atoms 1 to 5: Ru 1.21; C -0.06; N -0.32; C -0.09; C -0.12



A molecular structure, H26O13 at a distorted geometry, computed with ωB97M-V/def2-TZVPD.

Calculated values
Frontier orbital gap   7.13 eV
Net charge   0

Element x y z (Å)
H1 0.31 0.20 0.48
H2 -0.37 1.53 0.19
H3 4.73 0.16 2.24
H4 4.74 -1.01 1.27
H5 -3.35 -3.21 1.62
H6 -3.19 -3.52 0.14
H7 -4.85 0.19 -0.14
H8 -3.89 1.37 -0.20
H9 -1.31 0.01 1.73
H10 -1.60 1.50 1.65
H11 -2.00 2.25 -2.44
H12 -1.95 2.49 -0.94
H13 0.34 -0.04 -2.23
H14 -0.71 -1.04 -2.67
H15 -1.72 -1.39 -0.63
H16 -2.14 -1.40 0.83
H17 0.40 -3.59 1.07
H18 0.55 -4.25 -0.29
H19 4.27 -3.32 -0.68
H20 3.31 -2.21 -0.30
H21 1.88 2.04 1.25
H22 2.90 2.79 0.41
H23 0.07 3.73 -1.03
H24 -0.71 4.83 -0.31
H25 2.87 0.37 -0.34
H26 2.07 1.51 -0.95
O1 0.17 0.84 -0.22
O2 4.21 -0.26 1.54
O3 -2.82 -2.98 0.85
O4 -4.28 0.74 0.41
O5 -1.59 0.76 2.27
O6 -1.66 1.87 -1.62
O7 -0.31 -0.66 -1.88
O8 -2.46 -1.60 -0.05
O9 0.20 -3.46 0.14
O10 3.52 -2.82 -1.02
O11 2.23 2.92 1.09
O12 -0.13 4.07 -0.15
O13 2.29 0.59 -1.08

Atomic partial charges in e from the natural (NBO) method, atoms 1 to 5: H 0.46; H 0.45; H 0.48; H 0.47; H 0.42



A molecular structure, C26H23BaO at a distorted geometry, computed with ωB97M-V/def2-TZVPD.

Calculated values
Frontier orbital gap (spin up / spin down)   3.61 / 3.61 eV
Net charge   -1

Element x y z (Å)
C1 0.29 0.17 2.69
C2 1.44 -0.56 2.20
C3 2.10 0.25 1.26
H1 1.64 -1.61 2.44
C4 1.41 1.52 1.19
C5 0.30 1.47 2.07
H2 -0.44 2.25 2.24
H3 -0.38 -0.12 3.52
H4 2.91 -0.07 0.61
H5 1.60 2.28 0.46
C6 -1.37 -2.09 -0.58
C7 -1.60 -2.15 0.81
C8 -2.28 -0.92 1.21
H6 -1.25 -2.93 1.50
C9 -2.51 -0.16 0.01
C10 -1.96 -0.89 -1.09
H7 -1.80 -0.50 -2.09
H8 -0.76 -2.80 -1.14
H9 -2.68 -0.65 2.19
H10 -2.99 0.82 -0.02
Ba1 -0.02 -0.13 0.12
O1 1.39 1.25 -2.91
C11 2.79 0.89 -3.13
C12 2.28 2.25 -3.54
H11 3.39 0.81 -2.23
H12 2.97 0.17 -3.92
H13 2.53 3.08 -2.88
H14 3.23 4.37 -4.84
C13 2.63 3.74 -5.49
C14 2.04 2.59 -4.94
C15 1.25 1.78 -5.77
H15 0.76 0.91 -5.35
C16 1.06 2.12 -7.10
H16 0.44 1.49 -7.73
C17 1.66 3.26 -7.64
H17 1.51 3.52 -8.68
C18 2.44 4.07 -6.81
H18 2.91 4.96 -7.22
C19 -0.81 -1.05 2.14
C20 -1.25 -1.66 3.43
C21 -1.65 -2.18 4.51
C22 -1.64 -3.60 4.76
C23 -2.33 -4.16 5.81
C24 -2.79 -3.37 6.83
C25 -2.55 -2.00 6.77
C26 -2.13 -1.40 5.60
H19 -1.09 -4.22 4.08
H20 -2.51 -5.24 5.88
H21 -3.33 -3.83 7.65
H22 -2.69 -1.41 7.66
H23 -2.16 -0.33 5.45

Atomic partial charges in e from the Löwdin method, atoms 1 to 5: C -0.35; C -0.25; C -0.39; H 0.10; C -0.41



C6H7N3O in the gas phase at a distorted geometry, computed with ωB97M-V/def2-TZVPD.

Calculated values
Structure (SMILES)   C=C=Cc1nccn1NO
Frontier orbital gap   9.31 eV
Net charge   0

Element x y z (Å)
C1 -0.51 2.66 -2.13
C2 -0.21 1.45 -1.75
C3 0.06 0.32 -1.21
C4 -0.52 -0.31 -0.02
N1 -1.60 0.10 0.58
C5 -1.63 -0.57 1.76
C6 -0.51 -1.39 1.89
N2 0.15 -1.20 0.70
N3 1.40 -1.56 0.18
O1 2.42 -0.66 0.63
H1 -1.15 2.91 -2.94
H2 0.19 3.49 -1.76
H3 0.95 -0.22 -1.61
H4 -2.56 -0.61 2.42
H5 -0.20 -1.97 2.80
H6 1.67 -2.61 0.25
H7 2.04 0.17 0.19

Atomic partial charges in e from the natural (NBO) method, atoms 1 to 5: C -0.47; C 0.15; C -0.38; C 0.32; N -0.45



C14H13N3O6S in the gas phase at a distorted geometry, computed with ωB97M-V/def2-TZVPD.

Calculated values
Structure (SMILES)   COC(=O)Nc1ccccc1C(=O)n1ccc(=O)c(S(N)(=O)=O)c1
Frontier orbital gap   9.17 eV
Net charge   0

Element x y z (Å)
C1 0.01 -3.02 1.29
O1 1.24 -2.87 0.48
C2 0.88 -2.39 -0.79
O2 -0.26 -2.60 -1.34
N1 2.00 -1.72 -1.25
C3 1.85 -0.67 -2.12
C4 2.25 -0.88 -3.42
C5 2.34 0.22 -4.28
C6 1.88 1.45 -3.87
C7 1.67 1.87 -2.47
C8 1.64 0.63 -1.63
C9 1.36 0.80 -0.15
O3 2.16 0.62 0.71
N2 0.05 1.11 0.30
C10 -0.99 1.47 -0.60
C11 -2.25 1.68 -0.17
C12 -2.63 1.44 1.29
O4 -3.79 1.61 1.72
C13 -1.50 0.98 2.12
S1 -1.75 0.31 3.66
N3 -3.00 1.23 4.35
O5 -2.41 -1.03 3.38
O6 -0.60 0.37 4.54
C14 -0.28 0.87 1.63
H1 0.38 -3.26 2.27
H2 -0.60 -3.82 0.86
H3 -0.51 -2.08 1.16
H4 2.71 -1.65 -0.47
H5 2.34 -1.91 -3.62
H6 2.66 0.19 -5.27
H7 1.93 2.32 -4.50
H8 1.68 2.90 -2.15
H9 -0.82 1.38 -1.71
H10 -3.14 1.94 -0.77
H11 -3.41 0.58 4.94
H12 -3.64 1.55 3.66
H13 0.52 0.39 2.25

Atomic partial charges in e from the natural (NBO) method, atoms 1 to 5: C -0.25; O -0.54; C 0.89; O -0.63; N -0.66



3 unconnected molecules or ions with the total composition C20H16ClF16N2O6 at a distorted geometry, computed with ωB97M-V/def2-TZVPD.

Calculated values
Frontier orbital gap   6.45 eV
Net charge   -1

Element x y z (Å)
O1 5.00 -4.38 2.49
C1 5.21 -3.58 1.54
N1 5.84 -2.70 0.76
N2 4.89 -1.69 0.44
C2 4.64 -1.84 -1.03
O2 3.25 -2.09 -1.40
C3 2.33 -1.67 -0.39
C4 1.65 -0.24 -0.43
C5 0.59 0.25 0.65
C6 0.17 -0.67 1.83
C7 0.85 -2.10 1.90
C8 1.88 -2.60 0.82
C9 5.64 -0.39 0.72
Cl1 7.46 -0.81 0.60
C10 5.42 0.14 2.23
O3 5.76 1.38 2.44
O4 4.95 -0.71 3.22
H1 5.23 -2.77 -1.38
H2 5.10 -0.96 -1.64
H3 1.87 0.54 -1.27
H4 0.08 1.28 0.59
H5 -0.58 -0.38 2.65
H6 0.59 -2.81 2.76
H7 2.38 -3.64 0.84
H8 5.39 0.44 -0.03
C11 1.05 5.12 -3.68
C12 -0.16 5.44 -4.59
C13 -1.51 4.90 -4.12
F1 -1.54 3.56 -4.02
F2 -2.48 5.24 -5.01
F3 0.12 5.04 -5.85
F4 -0.26 6.81 -4.64
O5 1.86 3.99 -4.05
C14 1.41 2.71 -3.63
C15 1.01 1.81 -4.80
F5 0.06 2.37 -5.58
F6 0.50 0.63 -4.35
F7 0.43 2.87 -2.72
F8 2.45 2.16 -2.97
H9 1.73 5.97 -3.77
H10 0.77 5.09 -2.62
H11 -1.79 5.33 -3.15
H12 1.87 1.59 -5.44
C16 -5.50 -3.42 3.73
C17 -3.97 -3.31 3.52
C18 -3.30 -2.11 4.19
F9 -3.78 -0.93 3.75
F10 -1.97 -2.10 3.92
F11 -3.70 -3.35 2.20
F12 -3.42 -4.44 4.05
O6 -6.34 -2.92 2.68
C19 -6.61 -1.53 2.69
C20 -6.01 -0.79 1.48
F13 -4.67 -0.97 1.40
F14 -6.21 0.54 1.58
F15 -6.23 -1.01 3.87
F16 -7.96 -1.41 2.65
H13 -5.72 -4.50 3.74
H14 -5.82 -3.06 4.71
H15 -3.42 -2.15 5.28
H16 -6.45 -1.15 0.55

Atomic partial charges in e from the natural (NBO) method, atoms 1 to 5: O -0.50; C 0.89; N -0.43; N -0.32; C 0.08



A molecular structure, C10H10F3FeNO2 at a distorted geometry, computed with ωB97M-V/def2-TZVPD.

Calculated values
Frontier orbital gap (spin up / spin down)   4.84 / 5.65 eV
Spin multiplicity   5
Net charge   -2

Element x y z (Å)
C1 1.49 0.36 -2.23
C2 1.90 1.16 -1.11
C3 0.78 1.97 -0.71
C4 -0.31 1.68 -1.59
C5 0.13 0.72 -2.56
Fe1 0.24 -0.53 -0.57
C6 0.99 -0.75 1.46
C7 1.36 -1.57 0.38
C8 2.29 -2.48 0.02
N1 -0.25 -1.75 -1.39
H1 0.78 2.72 0.08
H2 2.90 1.18 -0.66
H3 -1.29 2.16 -1.59
H4 -0.45 0.35 -3.39
H5 2.12 -0.32 -2.79
H6 1.60 0.10 1.79
H7 -0.71 -2.56 -1.80
H8 0.30 -1.12 2.21
H9 3.08 -2.77 0.73
H10 2.26 -2.90 -0.98
F1 -3.90 0.20 3.30
C9 -3.14 0.94 2.45
F2 -4.00 1.65 1.65
F3 -2.42 1.85 3.19
C10 -2.16 0.07 1.56
O1 -2.03 -1.12 1.87
O2 -1.55 0.75 0.67

Atomic partial charges in e from the natural (NBO) method, atoms 1 to 5: C -0.38; C -0.37; C -0.35; C -0.33; C -0.33



2 unconnected molecules or ions with the total composition C2H7NS2 at a distorted geometry, computed with ωB97M-V/def2-TZVPD.

Calculated values
Frontier orbital gap   5.70 eV
Net charge   0

Element x y z (Å)
N1 -0.33 1.16 -0.48
C1 0.42 0.00 0.03
C2 -0.47 -1.13 0.53
S1 0.08 -1.28 2.61
S2 0.59 1.69 -3.17
H1 0.11 2.09 -0.45
H2 -0.38 1.16 -1.52
H3 1.24 -0.27 -0.62
H4 0.93 0.42 0.92
H5 -1.42 -1.25 -0.04
H6 -0.01 -2.12 0.32
H7 -0.77 -0.47 1.88

Atomic partial charges in e from the natural (NBO) method, atoms 1 to 5: N -0.71; C -0.30; C -0.46; S -0.23; S -0.17



C4H5N in the gas phase at a distorted geometry, computed with ωB97M-V/def2-TZVPD.

Calculated values
Structure (SMILES)   C#C[C@@H]1CN1
Frontier orbital gap   10.43 eV
Net charge   0

Element x y z (Å)
C1 -2.44 0.01 -0.25
C2 -1.20 0.02 -0.19
C3 0.08 -0.07 0.32
C4 1.23 0.65 -0.22
N1 1.10 -0.80 -0.50
H1 -3.56 -0.26 -0.20
H2 0.08 -0.52 1.35
H3 1.97 0.98 0.51
H4 1.03 1.31 -0.95
H5 1.72 -1.32 0.13

Atomic partial charges in e from the natural (NBO) method, atoms 1 to 5: C -0.23; C -0.03; C -0.19; C -0.23; N -0.56